Run P
This record from the OMol25 dataset describes C4H6ClNO in the gas phase. The level of theory is the ωB97M-V functional and the def2-TZVPD basis.

Results
- E_LUMO (alpha / beta): 0.43 / 0.37 eV
- Molar mass: 119.55 u

Atoms and positions in Å:
1 C -1.124 1.086 -0.181
2 C -1.030 0.299 1.138
3 C 0.921 0.052 -0.163
4 C 0.724 -0.850 -1.304
5 N 0.340 -0.240 1.153
6 O -2.014 1.658 -0.716
7 Cl 2.470 0.700 -0.104
8 H -1.289 1.058 1.878
9 H -1.755 -0.431 1.250
10 H -0.436 -1.050 -1.430
11 H 1.269 -1.887 -1.165
12 H 0.939 -0.308 -2.202
13 H 0.985 -0.087 1.844

Here are the Löwdin charges for atoms 1 to 2, given in e: -0.161, -0.153

Run Q
This record from the OMol25 dataset describes C4H6ClNO in the gas phase. The level of theory is the ωB97M-V functional and the def2-TZVPD basis.

Results
- E_LUMO: 0.56 eV
- SMILES string: CN(C=O)/C=C\Cl
- Molar mass: 119.55 u

Atoms and positions in Å:
1 C 0.594 1.431 0.082
2 N 0.981 0.063 -0.148
3 C 2.249 -0.473 -0.314
4 O 3.308 0.131 0.191
5 C -0.058 -0.961 0.058
6 C -1.362 -1.103 0.198
7 Cl -2.598 0.319 -0.076
8 H -0.055 1.968 -0.695
9 H 0.015 1.545 1.073
10 H 1.508 1.973 0.234
11 H 2.282 -1.645 -0.746
12 H 0.277 -2.075 0.427
13 H -1.743 -2.035 0.377

Here are the Löwdin charges for atoms 1 to 2, given in e: -0.083, -0.142

Which is most stable, and by how much? run Q, by 0.0252 hartree.

Run P
This record from the OMol25 dataset describes 7 unconnected molecules or ions with the total composition C17H51N3O8. The level of theory is the ωB97M-V functional and the def2-TZVPD basis.

Results
- E_LUMO: 0.70 eV
- SMILES string: COC[C@H](C)N.COC[C@H](C)N.COC[C@H](C)N.OCCO.CO.CO.CO
- Molar mass: 425.61 u

Atoms and positions in Å:
1 C 15.119 -22.616 2.033
2 O 15.689 -23.772 2.563
3 C 15.433 -25.018 1.906
4 C 15.865 -26.266 2.749
5 C 15.568 -27.631 2.003
6 N 15.187 -26.265 4.008
7 H 15.286 -21.751 2.675
8 H 14.044 -22.775 1.947
9 H 15.591 -22.477 1.060
10 H 14.356 -25.095 1.752
11 H 16.055 -25.074 1.013
12 H 16.944 -26.320 2.892
13 H 14.504 -27.702 1.775
14 H 15.763 -28.547 2.561
15 H 16.070 -27.571 1.038
16 H 15.167 -25.329 4.387
17 H 14.251 -26.643 4.045
18 C 21.647 -28.644 8.405
19 O 20.695 -29.211 7.624
20 C 20.409 -30.570 7.896
21 C 19.249 -30.925 6.902
22 C 18.976 -32.356 6.875
23 N 19.601 -30.604 5.536
24 H 21.579 -27.622 8.031
25 H 22.621 -29.129 8.335
26 H 21.575 -28.662 9.492
27 H 21.235 -31.230 7.630
28 H 20.098 -30.796 8.916
29 H 18.355 -30.347 7.135
30 H 19.028 -32.717 7.902
31 H 19.623 -33.001 6.281
32 H 17.985 -32.464 6.434
33 H 19.811 -29.619 5.463
34 H 20.591 -30.767 5.420
35 C 11.485 -31.439 7.036
36 O 11.344 -29.992 7.160
37 C 10.873 -29.502 8.446
38 C 10.765 -28.020 8.505
39 C 12.080 -27.291 8.429
40 N 10.152 -27.749 9.774
41 H 10.532 -31.919 6.814
42 H 12.036 -31.937 7.834
43 H 12.020 -31.491 6.088
44 H 10.158 -30.196 8.888
45 H 11.696 -29.633 9.149
46 H 9.914 -27.827 7.852
47 H 12.040 -26.280 8.026
48 H 12.760 -27.723 7.694
49 H 12.639 -27.237 9.363
50 H 9.239 -28.162 9.900
51 H 10.636 -28.145 10.567
52 O 17.637 -30.694 3.760
53 C 18.109 -31.304 2.576
54 C 18.211 -32.834 2.563
55 O 19.241 -33.309 3.274
56 H 18.286 -30.767 4.463
57 H 17.798 -30.879 1.622
58 H 19.128 -30.918 2.593
59 H 18.196 -33.183 1.530
60 H 17.387 -33.328 3.078
61 H 19.146 -33.272 4.229
62 C 15.488 -29.349 6.111
63 O 14.392 -29.699 6.957
64 H 15.787 -28.387 6.526
65 H 16.329 -30.036 6.201
66 H 15.188 -29.308 5.064
67 H 13.652 -29.183 6.630
68 C 11.952 -28.088 3.855
69 O 12.586 -28.842 4.779
70 H 12.107 -28.365 2.812
71 H 10.866 -28.170 3.885
72 H 12.136 -27.016 3.927
73 H 11.931 -28.984 5.467
74 C 17.140 -29.338 9.708
75 O 15.880 -28.912 9.397
76 H 17.114 -30.422 9.603
77 H 17.987 -28.884 9.195
78 H 17.344 -29.208 10.771
79 H 15.572 -29.259 8.557

Here are the Löwdin charges for atoms 1 to 2, given in e: -0.119, -0.214

Run Q
This record from the OMol25 dataset describes 7 unconnected molecules or ions with the total composition C17H51N3O8. The level of theory is the ωB97M-V functional and the def2-TZVPD basis.

Results
- E_LUMO: 0.41 eV
- SMILES string: COC[C@H](C)N.COC[C@H](C)N.COC[C@H](C)N.OCCO.CO.CO.CO
- Molar mass: 425.61 u

Atoms and positions in Å:
1 C -1.910 -1.348 0.397
2 O -1.059 -0.270 0.669
3 C 0.131 -0.315 -0.090
4 C 0.717 1.072 -0.211
5 C -0.128 1.990 -1.055
6 N 2.040 0.933 -0.802
7 H -2.459 -1.168 -0.533
8 H -2.583 -1.501 1.241
9 H -1.366 -2.301 0.312
10 H 0.861 -0.990 0.375
11 H -0.047 -0.715 -1.102
12 H 0.833 1.445 0.817
13 H -0.233 1.573 -2.062
14 H 0.318 2.982 -1.158
15 H -1.155 2.082 -0.698
16 H 2.677 0.322 -0.304
17 H 2.487 1.814 -1.008
18 C -0.614 2.407 3.340
19 O 0.525 2.951 3.977
20 C 0.518 4.357 3.973
21 C 1.752 4.845 4.707
22 C 1.621 4.559 6.202
23 N 1.957 6.285 4.493
24 H -1.524 2.866 3.730
25 H -0.591 1.339 3.564
26 H -0.530 2.461 2.249
27 H 0.550 4.705 2.924
28 H -0.431 4.737 4.379
29 H 2.533 4.165 4.336
30 H 0.711 4.951 6.646
31 H 2.510 4.907 6.740
32 H 1.675 3.475 6.330
33 H 2.398 6.469 3.594
34 H 2.725 6.510 5.127
35 C -0.997 -5.758 -1.825
36 O -2.231 -6.237 -1.371
37 C -3.029 -5.198 -0.853
38 C -4.317 -5.743 -0.214
39 C -5.178 -6.401 -1.274
40 N -5.051 -4.643 0.388
41 H -1.087 -4.970 -2.582
42 H -0.444 -6.579 -2.280
43 H -0.397 -5.376 -0.987
44 H -2.495 -4.646 -0.065
45 H -3.310 -4.512 -1.666
46 H -3.981 -6.511 0.486
47 H -4.580 -7.119 -1.839
48 H -5.581 -5.654 -1.962
49 H -6.014 -6.953 -0.845
50 H -4.551 -4.203 1.147
51 H -5.377 -3.954 -0.271
52 O 3.698 -4.197 2.743
53 C 2.871 -3.535 1.811
54 C 3.650 -2.660 0.826
55 O 3.273 -1.240 0.969
56 H 4.226 -4.854 2.282
57 H 2.286 -4.259 1.225
58 H 2.123 -2.953 2.346
59 H 3.419 -2.877 -0.211
60 H 4.711 -2.638 1.065
61 H 3.486 -1.005 1.878
62 C -0.272 2.513 -4.847
63 O -0.111 3.523 -5.817
64 H -1.252 2.036 -5.015
65 H 0.441 1.697 -4.950
66 H -0.292 2.914 -3.834
67 H -0.457 4.360 -5.486
68 C 2.619 -1.115 -3.754
69 O 3.414 -0.930 -2.601
70 H 3.158 -0.861 -4.666
71 H 2.257 -2.149 -3.818
72 H 1.705 -0.509 -3.693
73 H 2.900 -0.360 -2.008
74 C -0.783 5.806 -2.947
75 O -0.708 5.996 -4.344
76 H -1.708 6.235 -2.548
77 H -0.698 4.757 -2.685
78 H 0.018 6.353 -2.435
79 H -0.263 6.815 -4.571

Here are the Löwdin charges for atoms 1 to 2, given in e: -0.120, -0.181

Which is most stable, and by how much? run Q, by 0.0895 hartree.

Run P
This record from the OMol25 dataset describes C20H31N5O4 in the gas phase. The level of theory is the ωB97M-V functional and the def2-TZVPD basis.

Results
- E_LUMO: 0.51 eV
- SMILES string: CN(C[C@@H](O)CNC(=O)c1cnn(CC2CCC2)c1)C(=O)C[C@H]1CCCC(=O)N1
- Molar mass: 405.50 u

Atoms and positions in Å:
1 C 2.892 -2.727 -0.588
2 N 1.439 -2.772 -0.815
3 C 0.701 -1.632 -0.239
4 C 0.009 -1.922 1.118
5 O 0.992 -2.241 2.087
6 C -0.884 -0.761 1.624
7 N -0.170 0.507 1.830
8 C -0.043 1.466 0.906
9 O -0.519 1.378 -0.223
10 C 0.702 2.624 1.324
11 C 1.373 2.888 2.535
12 N 1.970 4.060 2.544
13 N 1.689 4.604 1.354
14 C 2.268 5.904 1.021
15 C 1.374 6.733 0.071
16 C -0.014 7.157 0.570
17 C 0.201 8.459 -0.221
18 C 1.716 8.217 -0.105
19 C 0.947 3.760 0.566
20 C 0.868 -3.777 -1.529
21 O 1.522 -4.736 -1.935
22 C -0.630 -3.721 -1.874
23 C -1.303 -5.087 -2.151
24 C -1.258 -6.077 -0.958
25 C -2.314 -5.753 0.101
26 C -3.727 -5.731 -0.512
27 C -3.825 -5.035 -1.881
28 O -4.873 -4.640 -2.367
29 N -2.695 -4.909 -2.595
30 H 3.418 -3.594 -0.995
31 H 3.317 -1.842 -1.064
32 H 3.127 -2.674 0.475
33 H 1.398 -0.805 -0.088
34 H -0.029 -1.243 -0.951
35 H -0.620 -2.808 1.021
36 H 1.580 -2.896 1.698
37 H -1.726 -0.619 0.942
38 H -1.316 -1.045 2.585
39 H 0.343 0.609 2.688
40 H 1.433 2.236 3.395
41 H 2.431 6.454 1.950
42 H 3.249 5.727 0.581
43 H 1.328 6.216 -0.893
44 H -0.855 6.539 0.249
45 H -0.070 7.346 1.645
46 H -0.174 8.416 -1.247
47 H -0.172 9.368 0.254
48 H 2.128 8.697 0.786
49 H 2.306 8.478 -0.986
50 H 0.654 4.024 -0.440
51 H -1.203 -3.200 -1.114
52 H -0.697 -3.113 -2.775
53 H -0.778 -5.558 -2.987
54 H -1.453 -7.081 -1.338
55 H -0.261 -6.134 -0.519
56 H -2.271 -6.483 0.911
57 H -2.097 -4.788 0.561
58 H -4.077 -6.748 -0.687
59 H -4.449 -5.268 0.160
60 H -2.871 -4.447 -3.473

Here are the Löwdin charges for atoms 1 to 2, given in e: -0.021, -0.081

Run Q
This record from the OMol25 dataset describes C20H31N5O4 in the gas phase. The level of theory is the ωB97M-V functional and the def2-TZVPD basis.

Results
- E_LUMO: 0.50 eV
- SMILES string: CN(C[C@@H](O)CNC(=O)c1cnn(CC2CCC2)c1)C(=O)C[C@H]1CCCC(=O)N1
- Molar mass: 405.50 u

Atoms and positions in Å:
1 C -1.784 2.432 -0.073
2 N -0.812 2.072 -1.100
3 C 0.137 1.019 -0.753
4 C 1.516 1.563 -0.385
5 O 1.426 2.614 0.569
6 C 2.404 0.492 0.227
7 N 1.887 -0.009 1.480
8 C 1.186 -1.174 1.559
9 O 0.996 -1.887 0.583
10 C 0.673 -1.530 2.894
11 C 0.776 -0.889 4.147
12 N 0.137 -1.562 5.087
13 N -0.377 -2.637 4.461
14 C -1.094 -3.635 5.241
15 C -2.178 -4.344 4.463
16 C -1.813 -5.473 3.466
17 C -3.019 -6.278 3.998
18 C -3.006 -5.380 5.255
19 C -0.074 -2.659 3.155
20 C -1.042 2.494 -2.378
21 O -1.958 3.251 -2.653
22 C -0.107 1.982 -3.461
23 C -0.080 2.913 -4.677
24 C 0.571 4.256 -4.362
25 C 2.085 4.128 -4.272
26 C 2.637 3.656 -5.611
27 C 1.901 2.473 -6.203
28 O 2.408 1.766 -7.055
29 N 0.622 2.265 -5.781
30 H -2.265 3.366 -0.347
31 H -2.552 1.660 0.023
32 H -1.273 2.537 0.883
33 H -0.275 0.476 0.097
34 H 0.233 0.294 -1.562
35 H 2.018 1.934 -1.289
36 H 0.866 3.304 0.197
37 H 2.490 -0.352 -0.456
38 H 3.397 0.910 0.393
39 H 1.908 0.604 2.276
40 H 1.274 0.031 4.411
41 H -0.378 -4.364 5.633
42 H -1.519 -3.100 6.090
43 H -2.834 -3.609 3.990
44 H -1.796 -5.238 2.403
45 H -0.865 -5.941 3.740
46 H -3.909 -6.103 3.394
47 H -2.895 -7.349 4.137
48 H -2.406 -5.825 6.052
49 H -3.959 -5.057 5.670
50 H -0.390 -3.441 2.488
51 H 0.904 1.833 -3.085
52 H -0.466 0.994 -3.769
53 H -1.110 3.093 -4.982
54 H 0.320 4.964 -5.156
55 H 0.136 4.648 -3.442
56 H 2.534 5.084 -3.999
57 H 2.364 3.422 -3.483
58 H 2.554 4.458 -6.350
59 H 3.690 3.382 -5.562
60 H 0.183 1.467 -6.216

Here are the Löwdin charges for atoms 1 to 2, given in e: -0.026, -0.096

Which is most stable, and by how much? run Q, by 0.0194 hartree.